a.
The following is a quantum chemistry calculation of a cluster of 2 separate species, C5H15NO in total, from the OMol25 dataset.

HOMO level in Ha: -0.308
SMILES: CNCC(C)C.O

Cartesian coordinates (Å):
C -1.753 -0.045 1.807
N -1.302 -0.347 0.444
C 0.131 -0.235 0.265
C 0.546 -0.441 -1.184
C 0.527 -1.937 -1.510
C 1.922 0.153 -1.476
H -0.966 -0.283 2.541
H -1.977 1.015 1.940
H -2.597 -0.684 2.052
H -1.699 -1.237 0.179
H 0.412 0.728 0.684
H 0.660 -0.987 0.890
H -0.212 0.016 -1.817
H 0.539 -2.123 -2.591
H 1.375 -2.427 -1.026
H -0.381 -2.414 -1.120
H 2.148 0.978 -0.804
H 2.717 -0.576 -1.320
H 1.985 0.510 -2.507
O -0.508 3.189 1.732
H -0.204 3.559 0.892
H -1.365 3.589 1.929

Mulliken population analysis, charges in e, atoms 1 to 4: -0.79 -0.38 -0.73 0.81

***

b.
The following is a quantum chemistry calculation of a cluster of 2 separate species, C5H15NO in total, from the OMol25 dataset.

HOMO level in Ha: -0.285
SMILES: CCN(C)CC.O

Cartesian coordinates (Å):
C -0.784 -1.360 -1.416
C 0.215 -1.570 -0.289
N 0.631 -0.306 0.356
C -0.286 0.166 1.370
C 1.975 0.061 0.623
C 2.322 1.530 0.252
H -1.127 -0.317 -1.308
H -1.681 -1.972 -1.423
H -0.381 -1.341 -2.428
H 1.090 -2.087 -0.688
H -0.193 -2.098 0.572
H -1.323 0.059 1.059
H -0.178 -0.571 2.200
H -0.129 1.184 1.713
H 2.162 -0.079 1.715
H 2.772 -0.485 0.106
H 1.884 2.217 0.980
H 1.886 1.789 -0.709
H 3.393 1.728 0.207
O -3.975 1.359 -0.667
H -4.328 0.470 -0.631
H -3.947 1.624 -1.595

Mulliken population analysis, charges in e, atoms 1 to 4: -0.98 -0.55 0.33 -1.20

***

c.
The following is a quantum chemistry calculation of a cluster of 2 separate species, C5H15NO in total, from the OMol25 dataset.

HOMO level in Ha: -0.296
SMILES: CC(C)N(C)C.O

Cartesian coordinates (Å):
C -0.402 -0.882 1.165
C -0.199 -0.676 -0.356
C -1.271 -1.474 -1.207
N -0.254 0.703 -0.841
C 1.012 1.389 -1.201
C -1.137 1.643 -0.289
H 0.030 -1.884 1.413
H -1.484 -1.015 1.421
H -0.017 -0.216 1.812
H 0.823 -1.096 -0.717
H -1.439 -2.401 -0.558
H -2.310 -0.947 -1.196
H -0.998 -1.523 -2.287
H 1.665 0.799 -1.810
H 0.673 2.341 -1.680
H 1.510 1.755 -0.161
H -1.387 2.387 -0.978
H -0.896 2.104 0.744
H -1.988 1.176 0.184
O 2.917 -0.558 2.424
H 2.056 -0.177 2.015
H 3.095 -1.450 2.102

Mulliken population analysis, charges in e, atoms 1 to 4: -1.80 0.57 -1.25 0.09

***

d.
The following is a quantum chemistry calculation of a cluster of 2 separate species, C5H15NO in total, from the OMol25 dataset.

HOMO level in Ha: -0.318
SMILES: CCNC(C)C.O

Cartesian coordinates (Å):
C 1.025 0.997 -1.130
C -0.494 1.074 -1.260
N -1.193 0.695 0.044
C -1.447 -0.744 0.574
C -0.214 -1.580 0.364
C -2.909 -1.270 -0.081
H 1.389 1.990 -1.387
H 1.378 0.235 -1.791
H 1.032 0.769 -0.016
H -0.773 2.028 -1.651
H -0.844 0.446 -2.159
H -2.120 1.196 -0.019
H -1.685 -0.681 1.631
H -0.533 -2.593 0.953
H 0.216 -1.919 -0.672
H 0.449 -0.986 0.926
H -2.990 -2.097 -0.766
H -3.544 -1.646 0.790
H -2.977 -0.346 -0.614
O 5.469 1.351 2.423
H 5.042 0.799 1.734
H 5.722 2.283 2.107

Mulliken population analysis, charges in e, atoms 1 to 4: -0.90 -0.39 -0.57 0.38

***

Q: What are the energies relative to the best structure? A: a 0.000; b 0.706; c 1.666; d 2.584, in eV.

***

a.
The following is a quantum chemistry calculation of a cluster of 2 separate species, C5H15NO in total, from the OMol25 dataset.

HOMO level in Ha: -0.324
SMILES: CC[C@@H](C)CN.O

Cartesian coordinates (Å):
C 2.265 -0.410 -1.733
C 1.275 0.734 -1.931
C 0.458 0.847 -0.572
C -0.580 2.011 -0.634
C -0.219 -0.444 -0.252
N -1.193 -0.377 0.920
H 2.766 -0.293 -0.757
H 1.806 -1.400 -1.829
H 3.175 -0.360 -2.357
H 1.787 1.673 -2.121
H 0.557 0.458 -2.695
H 1.117 1.250 0.193
H -0.006 2.906 -0.885
H -1.376 1.892 -1.368
H -1.022 2.181 0.358
H -0.813 -0.700 -1.131
H 0.484 -1.138 0.196
H -1.484 -1.345 0.923
H -0.707 -0.178 1.783
O -1.825 -1.829 3.344
H -1.391 -2.693 3.519
H -1.355 -1.239 3.944

Mulliken population analysis, charges in e, atoms 1 to 4: -1.10 -0.59 0.47 -1.58

***

b.
The following is a quantum chemistry calculation of a cluster of 2 separate species, C5H15NO in total, from the OMol25 dataset.

HOMO level in Ha: -0.337
SMILES: CC(C)[C@H](C)N.O

Cartesian coordinates (Å):
C 0.582 0.788 0.952
C -0.320 -0.433 0.725
C -0.401 -1.318 1.981
C -0.049 -1.120 -0.631
C -1.351 -1.415 -1.362
N 0.654 -2.381 -0.485
H 0.577 1.325 -0.011
H 1.616 0.437 1.002
H 0.218 1.411 1.750
H -1.323 -0.004 0.639
H -1.406 -1.418 2.400
H -0.165 -2.372 1.743
H 0.292 -1.013 2.759
H 0.481 -0.390 -1.254
H -2.028 -0.562 -1.369
H -1.234 -1.736 -2.394
H -1.909 -2.162 -0.803
H 0.619 -2.954 -1.314
H 1.598 -2.317 -0.136
O 0.807 4.961 -0.923
H 0.775 4.010 -1.065
H -0.088 5.278 -1.072

Mulliken population analysis, charges in e, atoms 1 to 4: -1.51 0.60 -1.29 0.58

***

Q: What are the energies relative to the best structure? A: a 0.417; b 0.000, in eV.

***

a.
The following is a quantum chemistry calculation of a structure of composition CH4ClOP, from the OMol25 dataset.

HOMO level in Ha: -0.307

Cartesian coordinates (Å):
C -0.560 -0.537 -0.377
O -0.178 -0.073 -1.591
P 0.371 1.008 1.251
Cl 2.210 0.647 0.468
H -0.209 -1.525 -0.144
H -1.595 -0.334 -0.096
H -0.568 0.799 -1.743
H 0.528 0.013 2.232

Mulliken population analysis, charges in e, atoms 1 to 4: -0.53 -0.43 0.09 -0.20

***

b.
The following is a quantum chemistry calculation of a cluster of 2 separate species, CH4ClOP in total, from the OMol25 dataset.

HOMO level (alpha / beta) in Ha: -0.346 / -0.346

Cartesian coordinates (Å):
C -1.031 -0.575 0.198
O -0.319 0.453 -0.469
P 0.802 1.356 0.217
Cl 3.077 -0.647 0.041
H -1.774 -0.939 -0.510
H -1.526 -0.207 1.098
H -0.346 -1.377 0.461
H 1.117 1.936 -1.036

Mulliken population analysis, charges in e, atoms 1 to 4: -0.51 -0.15 0.27 -0.53

***

Q: What are the energies relative to the best structure? A: a 0.000; b 0.174, in eV.

***

a.
The following is a quantum chemistry calculation of the ion C2H7N2O with charge +1, from the OMol25 dataset.

Net charge: +1
HOMO level in Ha: -0.528
SMILES: CN(O)C=[NH2+]

Cartesian coordinates (Å):
C 0.810 -0.267 -0.943
N 0.003 0.621 -0.278
O 0.089 1.943 -0.498
C -0.788 0.270 0.797
N -0.757 -1.004 1.207
H 0.107 -1.128 -1.392
H 1.370 0.217 -1.806
H 1.412 -0.809 -0.129
H 0.821 2.132 -1.031
H -1.319 1.105 1.391
H -1.129 -1.314 2.119
H -0.621 -1.766 0.565

Mulliken population analysis, charges in e, atoms 1 to 4: -0.91 0.28 -0.37 0.10

***

b.
The following is a quantum chemistry calculation of a cluster of 2 separate species, C2H7N2O in total, from the OMol25 dataset.

Net charge: +1
HOMO level (alpha / beta) in Ha: -0.590 / -0.581

Cartesian coordinates (Å):
C 0.078 -0.526 0.135
C 1.450 -0.098 -0.271
N -0.828 0.472 -0.328
N -0.282 -1.476 0.958
O -2.429 1.613 -0.480
H 1.920 -0.676 -1.019
H 2.073 -0.024 0.699
H 1.338 0.957 -0.661
H -0.231 1.243 -0.730
H -1.992 2.418 -0.220
H 0.215 -2.327 1.001
H -1.312 -1.575 0.917

Mulliken population analysis, charges in e, atoms 1 to 4: 0.63 -0.94 -0.34 -0.32

***

c.
The following is a quantum chemistry calculation of the ion C2H7N2O with charge +1, from the OMol25 dataset.

Net charge: +1
HOMO level in Ha: -0.582
SMILES: CC(=[NH2+])NO

Cartesian coordinates (Å):
C -1.233 0.483 -0.019
C 0.078 -0.156 -0.095
N 0.253 -1.454 -0.354
N 1.129 0.643 0.110
O 2.389 0.036 0.139
H -1.337 0.734 1.036
H -1.199 1.387 -0.670
H -2.117 -0.160 -0.344
H -0.433 -2.044 -0.147
H 1.230 -1.872 -0.273
H 0.941 1.632 0.529
H 2.768 0.343 -0.765

Mulliken population analysis, charges in e, atoms 1 to 4: -1.15 0.71 -0.34 -0.12

***

d.
The following is a quantum chemistry calculation of the ion C2H7N2O with charge +1, from the OMol25 dataset.

Net charge: +1
HOMO level in Ha: -0.559
SMILES: CN(O)C=[NH2+]

Cartesian coordinates (Å):
C 1.238 -0.550 0.108
N 0.219 0.705 -0.193
O 0.682 1.878 -0.689
C -1.045 0.456 0.048
N -1.446 -0.707 0.531
H 1.145 -0.791 1.129
H 0.933 -1.293 -0.572
H 2.174 -0.192 0.002
H 1.000 1.730 -1.612
H -1.727 1.288 0.013
H -2.464 -1.025 0.540
H -0.710 -1.498 0.697

Mulliken population analysis, charges in e, atoms 1 to 4: -1.12 0.17 -0.39 0.13

***

Q: What are the energies relative to the best structure? A: a 1.021; b 3.929; c 0.000; d 0.878, in eV.

***

a.
The following is a quantum chemistry calculation of the ion C2H7N2O with charge +1, from the OMol25 dataset.

Net charge: +1
HOMO level in Ha: -0.546
SMILES: C[C@@]1([NH3+])NO1

Cartesian coordinates (Å):
C 0.604 -0.027 1.281
C 0.089 -0.251 -0.074
N -1.157 0.530 -0.507
N 1.158 -0.541 -1.002
O 0.218 -1.567 -0.509
H 0.245 -0.624 2.139
H 0.715 1.049 1.488
H 1.637 -0.333 1.113
H -1.968 0.615 0.155
H -1.613 0.105 -1.300
H -1.109 1.489 -0.757
H 1.182 -0.446 -2.027

Mulliken population analysis, charges in e, atoms 1 to 4: -1.13 0.70 -0.27 -0.45

***

b.
The following is a quantum chemistry calculation of a cluster of 2 separate species, C2H7N2O in total, from the OMol25 dataset.

Net charge: +1
HOMO level (alpha / beta) in Ha: -0.514 / -0.514

Cartesian coordinates (Å):
C -0.469 0.415 0.585
C 1.839 -0.603 0.281
N -1.071 0.262 1.815
N -1.235 0.478 -0.719
O -0.524 1.526 1.351
H 1.513 -1.551 -0.100
H 2.084 -0.532 1.323
H 2.212 0.150 -0.386
H -2.091 0.323 1.866
H -0.637 0.168 -1.496
H -1.516 1.460 -0.896
H -2.079 -0.116 -0.702

Mulliken population analysis, charges in e, atoms 1 to 4: 0.22 -0.66 -0.37 -0.30

***

Q: What are the energies relative to the best structure? A: a 0.000; b 2.827, in eV.

***

a.
The following is a quantum chemistry calculation of a cluster of 2 separate species, C4H9O2 in total, from the OMol25 dataset.

Net charge: -1
HOMO level in Ha: -0.141

Cartesian coordinates (Å):
C 0.565 -1.855 -0.266
C -0.057 -1.730 1.151
O -1.172 -1.164 1.244
O 0.618 -2.234 2.082
H 1.178 -0.967 -0.428
H -0.159 -1.741 -1.089
H 0.891 -2.877 -0.433
C -0.617 1.408 -0.862
C 0.240 1.768 0.327
H -1.621 1.059 -0.602
H -0.655 2.176 -1.633
H -0.345 0.488 -1.393
H -0.141 2.717 0.725
H -0.014 1.003 1.065
H 1.290 1.949 0.112

Mulliken population analysis, charges in e, atoms 1 to 4: -0.86 0.59 -0.70 -0.75

***

b.
The following is a quantum chemistry calculation of the ion C4H9O2 with charge -1, from the OMol25 dataset.

Net charge: -1
HOMO level in Ha: -0.088
SMILES: [O-]CCCCO

Cartesian coordinates (Å):
O 0.739 2.317 -0.708
C 1.164 1.761 0.422
C 0.373 0.420 0.823
C -0.002 -0.350 -0.424
C -0.936 -1.518 -0.175
O -1.846 -1.786 -1.252
H 1.019 2.408 1.324
H 2.238 1.430 0.407
H -0.545 0.721 1.348
H 0.939 -0.155 1.542
H 0.903 -0.635 -0.970
H -0.501 0.373 -1.079
H -0.406 -2.466 -0.004
H -1.524 -1.330 0.716
H -1.614 -1.189 -1.971

Mulliken population analysis, charges in e, atoms 1 to 4: -0.87 -0.45 -0.82 -0.49

***

c.
The following is a quantum chemistry calculation of the ion C4H9O2 with charge -1, from the OMol25 dataset.

Net charge: -1
HOMO level in Ha: -0.080
SMILES: [O-]CCCCO

Cartesian coordinates (Å):
O -0.985 1.965 -1.444
C -1.091 0.545 -1.618
C -1.059 -0.410 -0.314
C 0.336 -0.616 0.320
C 1.110 0.492 1.010
O 2.407 0.013 1.363
H -0.461 0.112 -2.451
H -2.010 0.242 -2.180
H -1.835 -0.105 0.417
H -1.365 -1.484 -0.450
H 1.044 -1.247 -0.383
H 0.197 -1.310 1.273
H 1.055 1.298 0.417
H 0.401 0.938 1.823
H 2.253 -0.433 2.216

Mulliken population analysis, charges in e, atoms 1 to 4: -0.89 -0.53 -0.58 -0.26

***

Q: What are the energies relative to the best structure? A: a 0.000; b 1.807; c 3.285, in eV.